Below is a structure of composition C9H22AlN2O7PS, with properties calculated with the ωB97M-V functional and the def2-TZVPD basis.

```
! wB97M-V def2-TZVPD RIJCOSX def2/J DEFGRID3
* xyz -2 1
H 2.9253 -3.5268 3.7704
O 0.6817 -3.6038 2.5384
H -3.5269 -1.9074 -0.4725
H 3.4431 0.4111 -0.1651
H 5.0758 1.6539 2.7995
C -3.4138 -1.2025 0.3546
H 2.6278 1.1766 1.2139
Al 1.5223 -1.0472 0.8971
P 2.1191 -3.2452 1.7675
C 5.2588 1.0810 1.8913
H -3.4495 0.9070 0.6453
N -3.0165 2.0996 -3.8147
H -0.5303 -2.2782 -1.7193
C 3.0863 0.2445 0.8608
H 0.4104 -2.8656 3.1109
C -0.4010 -1.5169 -0.9281
H -2.5917 1.4745 -3.1480
H -1.9566 -0.6258 -2.1596
C -3.1619 0.2164 -0.1468
H -2.6327 -1.5068 1.0529
H -4.3212 3.7600 -5.2506
H -4.3588 -1.1993 0.9076
N -4.7647 3.5203 -4.3861
O 0.3631 0.7934 2.6972
H -5.6447 3.9356 -4.1512
H 3.8405 -0.3116 2.7739
O 0.9621 -1.2213 -0.8076
H 4.7588 -0.9842 1.4197
C -4.2232 2.6416 -3.4694
H 5.1043 1.7401 1.0401
C -1.2089 -0.3066 -1.4099
C 4.2590 -0.0865 1.7921
H -3.7544 0.4160 -1.0502
H -0.4841 0.3334 -1.9266
S 6.9916 0.4998 1.8362
O -1.8119 0.5111 -0.4318
C 0.1173 -0.3509 2.2199
O -4.7678 2.3677 -2.4217
O 3.1386 -2.8809 3.0900
O -0.8791 -1.0816 2.5507
H 7.5705 1.5791 1.2987
H -2.5333 2.3106 -4.6653
H -0.8235 -1.9240 -0.0042
*
```

Atom charges from the natural (NBO) analysis, given in e for atoms 1 to 6: 0.464, -1.024, 0.176, 0.179, 0.199, -0.668

---

Below is a structure of composition C17H20B2Br30O7, with properties calculated with the ωB97M-V functional and the def2-TZVPD basis.

The value obtained for the energy relative to the best compared isomer or geometry (same formula, charge and spin) is 0.000 eV.

```
! wB97M-V def2-TZVPD RIJCOSX def2/J DEFGRID3
* xyz 0 1
B 3.4772 0.0220 0.6635
H 3.9008 -4.4627 -4.4479
C 1.8930 -0.1007 0.8829
Br -8.1871 4.6877 -6.7508
H -1.5813 -8.2487 -0.7808
C -1.0538 -7.3477 -0.5047
C 0.8755 0.6681 0.1419
Br -1.5482 -4.2135 4.0627
Br -2.6548 -1.9227 5.9922
O 4.3164 -0.7753 -0.0657
Br -2.7778 4.7339 2.5269
Br -3.1509 -4.9843 6.7008
Br -1.9406 8.2100 -6.5812
Br 6.8255 -2.3683 9.2285
C -1.9673 -3.7141 5.8805
Br -3.7771 2.6954 4.7652
C 1.4317 -2.2592 2.2664
B 0.9001 -3.2662 1.1233
Br 6.1947 -3.7348 -3.9025
Br 4.7763 -6.5574 -3.4807
O 4.0558 1.0684 1.3512
H -1.0147 -2.9506 1.2095
H 2.9552 -0.2826 6.9052
Br 7.5880 -2.5622 6.1430
C 1.1417 -0.9686 1.5878
C -6.8095 8.7573 -7.2733
Br -0.0046 -6.8161 -2.0298
Br 3.6293 -3.9611 -2.0450
Br -3.5121 6.5299 -8.7846
H 1.4314 -4.4168 -0.3329
Br -2.3792 -6.0270 -0.0596
H -1.0394 -3.7348 6.4347
Br 6.0412 -0.0123 7.2391
O 1.0174 0.8927 -1.0243
O -0.4440 0.6566 0.6679
O 1.5791 -4.3320 0.6189
Br 0.8673 -1.0141 5.7869
Br -8.1843 8.4252 -5.9694
Br -10.7266 2.7869 -6.4996
C -2.7938 6.5397 -6.9983
Br 3.4172 -2.6988 6.7207
Br -10.4156 5.3000 -4.5671
H -6.1013 7.9423 -7.2021
H 2.4860 -2.4384 2.4352
C 5.9014 -2.5598 0.4526
H -10.5843 5.1937 -7.0274
Br -0.1035 4.7892 -2.7931
H 5.9947 -3.5023 0.9944
H 0.7923 -2.4743 3.1231
O -0.3304 -2.9729 0.5278
Br -5.8453 10.3773 -6.8992
H -0.1796 2.3413 -3.1115
Br -2.2964 2.6669 -1.8991
C -3.5224 2.9939 2.8758
Br -1.6276 3.0568 -4.9848
C 7.3168 -1.3931 7.6459
Br -2.4608 1.6057 2.0710
C -0.9432 3.1034 -3.1848
H 4.4636 -1.7330 1.8094
H -2.0352 5.7711 -6.9497
H -4.5024 2.9742 2.4217
H 3.5382 1.1375 2.1602
H 6.6764 -1.8660 0.7754
Br 3.6804 -0.3948 4.5365
C -10.0544 4.5792 -6.3143
Br -4.1402 6.0899 -5.7050
Br -7.5117 8.7409 -9.0642
H 8.2591 -0.9061 7.8482
Br 0.0574 -7.7759 1.0044
H 6.0131 -2.7871 -0.6060
C 2.7605 -0.9966 6.1175
O -0.6875 -0.2746 2.7921
C 4.5529 -1.9539 0.7375
C 4.5358 -4.6536 -3.5953
C -0.1755 -0.3034 1.7228
H 3.7209 -2.6188 0.4834
*
```

Atom charges from the Mulliken analysis, given in e for atoms 1 to 6: 0.967, 0.356, -0.206, 0.045, 0.356, -0.352

---

| no. | orbital gap (eV) | highest occupied orbital energy (eV) |
| --- | --- | --- |
| 1 | 3.21 | 0.6319 |
| 2 | 9.25 | -9.7405 |